Entry 1:
Density functional theory data (wB97M-V/def2-TZVPD) for an isolated molecule of C8H13N3 in a non-equilibrium geometry.

Its HOMO-LUMO gap is 10.05 eV. The molar mass comes out at 151.2 g mol⁻¹. Its energy above the lowest of the compared OMol25 structures with the same formula, charge and spin is 88.5 kcal per mole. As for the spin multiplicity: 1. The SMILES is C/N=C(/C(C)C)n1cccn1. The calculation puts the lowest unoccupied orbital energy at 0.03452 hartree. Its total charge is 0.

Geometry (Å):
C1 -0.25213 2.85783 -0.17840
N1 0.58538 1.69425 -0.00090
C2 0.13100 0.54835 0.19255
C3 1.49412 -0.76726 0.29078
C4 1.49185 -1.58337 -0.95050
C5 2.77646 0.00998 0.68049
N2 -1.14699 0.06196 0.09692
C6 -1.45246 -1.20412 0.43174
C7 -2.80230 -1.37426 0.23602
C8 -3.26187 -0.10546 -0.14584
N3 -2.24860 0.75578 -0.22815
H1 -0.74581 2.77140 -1.11100
H2 0.11749 3.80608 0.11456
H3 -1.26703 2.83831 0.53697
H4 1.07629 -1.45010 0.99395
H5 0.43587 -1.98151 -1.14659
H6 2.06054 -1.03906 -1.84519
H7 2.15340 -2.58749 -0.85989
H8 3.04710 0.58906 -0.10856
H9 3.60310 -0.84276 0.79593
H10 2.73603 0.66184 1.47923
H11 -0.75956 -1.83441 0.77291
H12 -3.49988 -2.15056 0.33760
H13 -4.27201 0.32550 -0.38466

Cartesian forces (eV/Å) of the 6 atoms listed first:
C -4.00 -1.26 2.83
N 0.00 0.77 0.83
C 4.44 -1.68 -1.02
C -2.43 3.18 0.57
C 1.95 -1.70 -2.60
C 0.20 -5.58 -0.26



Entry 2:
Density functional theory data (wB97M-V/def2-TZVPD) for the ion C5H13N2 with charge +1 in a non-equilibrium geometry.

Its HOMO-LUMO gap is 10.21 eV. The molar mass comes out at 101.2 g mol⁻¹. Its energy above the lowest of the compared OMol25 structures with the same formula, charge and spin is 88.8 kcal per mole. As for the spin multiplicity: 1. The SMILES is C[C@H]1C[C@@H]1[C@H](N)[NH3+]. The calculation puts the lowest unoccupied orbital energy at -0.12575 hartree. Its total charge is +1.

Geometry (Å):
C1 -2.41306 -0.73433 0.55041
C2 -1.39704 -0.28212 -0.46336
C3 -1.10607 1.18231 -0.43770
C4 -0.15022 0.24559 0.32982
C5 1.39379 0.13711 -0.44872
N1 1.81573 -1.23961 -0.61546
N2 2.22042 0.85821 0.59056
H1 -3.31703 -1.31057 0.28185
H2 -2.86607 0.15781 1.01120
H3 -1.92679 -1.36010 1.21470
H4 -1.16402 -0.99307 -1.18593
H5 -0.84169 1.45709 -1.48521
H6 -1.91714 1.72680 0.06208
H7 -0.28396 0.05118 1.39401
H8 1.32163 0.60314 -1.38457
H9 2.12430 -1.50364 -1.64935
H10 1.24104 -1.87810 -0.21212
H11 2.91159 0.13421 0.86952
H12 1.62530 1.15033 1.45353
H13 2.72927 1.59773 0.12474

Cartesian forces (eV/Å) of the 6 atoms listed first:
C -2.20 0.83 -0.73
C 0.71 0.33 2.87
C -0.53 -0.95 -1.44
C 0.66 0.11 -3.66
C -4.64 -2.83 3.18
N 3.24 2.86 -3.91



Entry 3:
Density functional theory data (wB97M-V/def2-TZVPD) for a structure of composition C44H28IrN4S3Sb in a non-equilibrium geometry.

Its HOMO-LUMO gap (alpha / beta) is 4.92 / 4.92 eV. The molar mass comes out at 1022.9 g mol⁻¹. As for the spin multiplicity: 1. The calculation puts the lowest unoccupied orbital energy (alpha / beta) at -0.07212 / -0.07216 hartree. Its total charge is 0.

Geometry (Å):
Ir1 0.06304 0.22141 0.03685
C1 -7.14614 -1.59134 -1.57269
C2 -6.62445 -2.06200 -0.37706
C3 -5.30872 -1.78803 -0.03763
C4 -4.50823 -1.03329 -0.88959
C5 -5.03501 -0.56911 -2.09226
C6 -6.34800 -0.85350 -2.43449
C7 -3.11274 -0.69024 -0.51291
C8 -2.16323 -1.71546 -0.46697
C9 -2.40146 -3.12465 -0.58148
C10 -1.21215 -3.75495 -0.37628
C11 -0.21850 -2.73209 -0.19672
C12 1.19106 -2.92417 -0.05084
C13 1.70020 -4.30408 -0.33274
C14 1.38266 -4.86952 -1.57014
C15 1.86132 -6.11967 -1.92301
C16 2.67098 -6.82634 -1.04499
C17 3.00340 -6.26970 0.17898
C18 2.52683 -5.01429 0.53193
C19 2.14162 -1.88480 -0.22336
N1 1.81942 -0.56818 -0.38112
C20 2.94675 0.10155 -0.77121
C21 2.95890 1.49557 -1.06634
C22 3.74904 2.03130 -2.17922
C23 3.53597 3.34764 -2.62628
C24 4.16990 3.84116 -3.75095
C25 5.02402 3.03731 -4.49014
C26 5.21285 1.72052 -4.09807
C27 4.57521 1.22207 -2.97783
C28 2.12760 2.36281 -0.29492
C29 2.45300 3.66143 0.23323
C30 1.48041 3.99323 1.12653
C31 0.49178 2.95200 1.07647
N2 0.94140 1.97923 0.23104
C32 -0.80992 3.00539 1.60896
C33 -1.87831 2.29513 0.95432
C34 -3.25207 2.65928 0.78204
C35 -3.86043 1.65088 0.09401
C36 -2.87277 0.64037 -0.12754
N3 -1.67319 1.10126 0.34518
C37 -1.00395 3.66788 2.90506
C38 -2.20546 4.23235 3.34600
C39 -2.37168 4.63107 4.65902
C40 -1.34328 4.48421 5.57815
C41 -0.13522 3.95426 5.15497
C42 0.03583 3.55296 3.84265
C43 4.04783 -0.81471 -0.74259
C44 3.55163 -2.03725 -0.39281
N4 -0.82603 -1.52063 -0.22728
H1 -8.17987 -1.78635 -1.82530
H2 -7.24492 -2.63935 0.29538
H3 -4.89711 -2.13941 0.89998
H4 -4.40596 0.00797 -2.75833
H5 -6.75209 -0.49803 -3.37344
H6 -3.35594 -3.58189 -0.77700
H7 -1.02477 -4.81440 -0.36135
H8 0.76812 -4.31303 -2.26587
H9 1.59840 -6.53947 -2.88525
H10 3.04854 -7.80246 -1.31903
H11 3.63642 -6.80982 0.87078
H12 2.80804 -4.58578 1.48604
H13 2.82358 3.97572 -2.11407
H14 3.97163 4.85660 -4.06839
H15 5.50960 3.41968 -5.37787
H16 5.84547 1.06627 -4.68369
H17 4.68602 0.17702 -2.74368
H18 3.35743 4.20564 0.02234
H19 1.40270 4.88335 1.72761
H20 -3.70254 3.59525 1.05533
H21 -4.88824 1.59774 -0.22194
H22 -3.02842 4.37604 2.66710
H23 -3.32185 5.04792 4.96585
H24 -1.48276 4.78553 6.60760
H25 0.67505 3.82401 5.85997
H26 0.96416 3.08232 3.54977
H27 5.08837 -0.57079 -0.86912
H28 4.09715 -2.95524 -0.26232
S1 3.09785 -2.15692 3.13898
Sb1 0.92322 -2.53105 2.71032
S2 -1.57599 0.06198 3.47766
S3 0.20700 -0.01337 2.69597

Cartesian forces (eV/Å) of the 6 atoms listed first:
Ir 0.24 -0.14 2.35
C -0.07 0.02 0.01
C -0.01 -0.02 0.00
C 0.01 0.04 -0.01
C -0.06 -0.03 -0.04
C 0.02 -0.07 0.03



Number 1: electronic energy -476.761688 Ha. Number 2: electronic energy -307.480126 Ha. Number 3: electronic energy -3451.708209 Ha.